{"formula": "C40H56As2I2N2O9S3SbTi", "method": "ωB97M-V with the def2-TZVPD basis set", "lumo_ha": 0.059, "de_lowest_ev": 0.725, "orbital_gap_ev": 5.880, "total_charge": -1, "multiplicity": 1, "e_tot_ha": -9695.83344, "e_homo_ev": -4.28, "symbols": ["Ti", "I", "C", "C", "C", "I", "C", "O", "C", "C", "N", "C", "C", "C", "C", "C", "C", "N", "C", "H", "H", "H", "H", "H", "H", "H", "H", "H", "H", "H", "S", "C", "S", "S", "C", "C", "C", "C", "Sb", "C", "C", "C", "C", "C", "C", "C", "C", "H", "H", "H", "H", "H", "H", "H", "H", "H", "H", "H", "H", "H", "H", "H", "H", "H", "H", "H", "H", "H", "H", "H", "H", "H", "H", "H", "C", "O", "C", "O", "C", "C", "As", "C", "C", "C", "As", "C", "C", "O", "O", "C", "C", "O", "O", "C", "C", "O", "O", "C", "H", "H", "H", "H", "H", "H", "H", "H", "H", "H", "H", "H", "H", "H", "H", "H", "H", "H"], "xyz": [[-1.25, 0.29, 0.82], [1.54, 7.20, 0.87], [0.71, 5.34, 0.36], [-0.56, 5.29, -0.18], [-1.12, 4.06, -0.50], [-3.05, 3.90, -1.26], [-0.41, 2.86, -0.27], [-0.92, 1.68, -0.51], [0.89, 2.95, 0.28], [1.60, 1.65, 0.50], [0.92, 0.80, 1.50], [0.97, 1.38, 2.84], [-0.25, 2.22, 3.07], [-0.29, 3.24, 4.00], [-1.45, 3.97, 4.15], [-2.54, 3.65, 3.36], [-2.44, 2.62, 2.46], [-1.31, 1.90, 2.30], [1.44, 4.18, 0.59], [-1.12, 6.20, -0.36], [1.65, 1.08, -0.43], [2.62, 1.86, 0.82], [1.40, -0.10, 1.50], [0.98, 0.57, 3.57], [1.88, 1.99, 2.98], [0.59, 3.47, 4.58], [-1.50, 4.78, 4.87], [-3.47, 4.20, 3.44], [-3.26, 2.33, 1.82], [2.43, 4.23, 1.02], [-0.68, -3.65, -1.93], [-1.06, -2.09, -1.48], [0.07, -1.33, -0.31], [-2.35, -1.15, -1.94], [2.46, -2.68, -3.75], [3.77, -1.93, -3.52], [4.51, -1.80, -4.85], [4.63, -2.75, -2.56], [3.25, -0.08, -2.42], [5.15, 1.09, -2.43], [4.85, 2.59, -2.31], [6.09, 0.88, -3.61], [5.86, 0.66, -1.14], [1.83, 0.96, -3.78], [0.48, 0.29, -3.52], [2.17, 0.89, -5.27], [1.69, 2.42, -3.37], [2.68, -3.70, -4.08], [1.85, -2.21, -4.53], [1.85, -2.76, -2.84], [4.56, -2.79, -5.33], [5.53, -1.45, -4.73], [4.00, -1.13, -5.55], [4.83, -3.74, -3.00], [4.12, -2.91, -1.60], [5.60, -2.28, -2.36], [4.54, 3.01, -3.27], [5.75, 3.12, -1.99], [4.06, 2.80, -1.58], [5.61, 1.05, -4.57], [6.50, -0.14, -3.62], [6.95, 1.57, -3.53], [5.26, 0.90, -0.26], [6.82, 1.19, -1.05], [6.07, -0.41, -1.13], [0.46, -0.77, -3.77], [-0.29, 0.78, -4.13], [0.17, 0.39, -2.47], [2.12, -0.14, -5.64], [3.16, 1.28, -5.48], [1.44, 1.48, -5.84], [1.51, 2.53, -2.29], [0.81, 2.85, -3.87], [2.55, 3.03, -3.64], [-3.72, -5.68, 1.50], [-2.68, -6.03, 2.42], [-2.34, -5.18, 3.40], [-1.61, -5.54, 4.28], [-2.78, -3.75, 3.27], [-3.72, -3.27, 4.09], [-4.42, -1.44, 4.17], [-6.09, -1.98, 3.24], [-3.36, -0.75, 2.70], [-1.88, -0.98, 2.60], [-1.79, -2.81, 1.81], [-0.05, -3.56, 2.32], [-1.10, -0.82, 3.81], [0.04, -1.20, 4.01], [-1.77, -0.13, 4.78], [-1.09, 0.03, 6.02], [-3.88, -0.13, 1.62], [-3.09, 0.30, 0.66], [-5.19, 0.13, 1.46], [-5.61, 0.32, 0.10], [-4.44, -4.22, 4.98], [-4.74, -5.35, 4.68], [-4.78, -3.65, 6.15], [-5.59, -4.43, 7.03], [-3.92, -6.57, 0.92], [-3.41, -4.88, 0.83], [-4.62, -5.39, 2.05], [-6.60, -2.70, 3.89], [-5.87, -2.45, 2.28], [-6.73, -1.12, 3.09], [0.06, -3.67, 3.40], [0.73, -2.92, 1.92], [0.03, -4.53, 1.83], [-1.61, 0.83, 6.55], [-0.04, 0.30, 5.87], [-1.13, -0.89, 6.60], [-5.25, 1.27, -0.30], [-6.70, 0.32, 0.13], [-5.25, -0.49, -0.54], [-6.15, -5.17, 6.48], [-6.25, -3.75, 7.55], [-4.94, -4.94, 7.75]]}

***

{"formula": "C22H21F2N3O3", "method": "ωB97M-V with the def2-TZVPD basis set", "lumo_ha": 0.000, "de_lowest_ev": 17.752, "orbital_gap_ev": 8.274, "multiplicity": 1, "e_tot_ha": -1439.96504, "e_homo_ev": -8.28, "symbols": ["C", "N", "C", "C", "N", "C", "O", "C", "N", "O", "C", "C", "H", "C", "O", "C", "C", "C", "C", "C", "C", "F", "H", "H", "H", "F", "H", "H", "C", "H", "H", "C", "C", "C", "C", "C", "C", "C", "H", "H", "H", "H", "H", "H", "H", "H", "H", "H", "H", "H", "H"], "xyz": [[4.13, -0.95, 0.17], [2.79, -1.49, -0.35], [1.78, -0.51, -0.76], [0.65, -1.16, -1.31], [0.15, -1.96, -0.42], [-0.89, -1.66, 0.56], [-1.14, -2.26, 1.63], [-1.83, -0.56, 0.07], [-2.03, -0.15, -1.11], [-2.81, 1.08, -1.00], [-3.20, 1.14, 0.45], [-2.51, 0.17, 1.08], [-2.38, 0.29, 1.98], [-3.89, 2.53, 0.72], [-2.91, 3.56, 0.60], [-2.12, 3.88, -0.34], [-0.74, 3.72, -0.59], [-0.05, 3.89, -1.65], [-0.94, 4.40, -2.83], [-2.12, 4.68, -2.61], [-2.82, 4.33, -1.65], [-4.12, 4.60, -1.34], [-2.73, 5.06, -3.48], [-0.18, 4.61, -3.51], [0.73, 3.44, -1.85], [-0.30, 3.09, 0.48], [-4.47, 2.83, -0.18], [-4.42, 2.42, 1.69], [1.07, -3.03, 0.34], [0.51, -3.51, 1.09], [1.07, -3.78, -0.58], [2.30, -2.50, 0.63], [3.16, -3.56, 1.16], [3.47, -3.89, 2.39], [4.24, -4.99, 2.79], [4.65, -5.77, 1.94], [4.59, -5.43, 0.34], [3.90, -4.20, 0.39], [3.70, -4.05, -0.85], [5.15, -6.05, -0.11], [5.49, -6.39, 2.18], [4.38, -5.30, 4.12], [2.96, -3.40, 3.26], [2.21, -1.77, 1.61], [-0.04, -0.59, -1.62], [0.85, -1.74, -2.16], [2.47, 0.12, -1.57], [1.75, 0.31, 0.02], [4.71, -1.88, 0.36], [4.62, -0.60, -0.64], [3.96, -0.35, 0.92]]}

***

{"formula": "C2H8OS", "method": "ωB97M-V with the def2-TZVPD basis set", "lumo_ha": 0.031, "de_lowest_ev": 0.307, "smiles": "CCS.O", "orbital_gap_ev": 9.929, "multiplicity": 1, "e_tot_ha": -554.40656, "e_homo_ev": -9.08, "symbols": ["C", "C", "S", "H", "H", "H", "H", "H", "H", "O", "H", "H"], "xyz": [[-0.24, 0.96, -0.89], [-1.34, 1.99, -0.65], [-1.35, 3.44, -1.82], [-0.57, 0.01, -0.47], [0.72, 1.19, -0.41], [0.04, 0.87, -1.94], [-2.30, 1.50, -0.79], [-1.30, 2.41, 0.34], [-0.04, 3.69, -1.85], [1.90, -5.64, 2.96], [2.85, -5.64, 2.95], [1.61, -4.79, 2.56]]}

***

{"formula": "C6H12O", "method": "ωB97M-V with the def2-TZVPD basis set", "lumo_ha": [0.033, 0.025], "de_lowest_ev": 4.251, "orbital_gap_ev": [8.171, 7.185], "multiplicity": 1, "e_tot_ha": -310.90305, "e_homo_ev": [-7.26, -6.50], "symbols": ["C", "C", "C", "O", "C", "C", "C", "H", "H", "H", "H", "H", "H", "H", "H", "H", "H", "H", "H"], "xyz": [[-2.03, 0.85, 0.08], [-1.16, 0.17, 1.09], [-0.22, -1.84, -0.77], [0.54, -0.69, -1.13], [1.12, -0.08, -0.10], [2.26, 0.77, -0.56], [0.25, 0.36, 1.17], [-3.05, 0.46, 0.14], [-1.70, 0.74, -0.98], [-2.09, 1.94, 0.27], [-1.62, -0.58, 1.74], [0.13, -2.66, -1.41], [-1.29, -1.65, -0.93], [-0.07, -2.09, 0.28], [2.98, 0.09, -1.04], [2.74, 1.24, 0.31], [1.99, 1.54, -1.30], [0.50, 1.43, 1.07], [0.73, -0.01, 2.08]]}